[1]
DFT (wB97M-V/def2-TZVPD) results for a single C17H27NO2S molecule.

Computed properties:
Energy relative to the best compared isomer or geometry (same formula, charge and spin), kcal/mol: 0.0
Orbital gap, hartree: 0.3482
Energy, eV: -34487.1295

ORCA input file:
```
! RIJCOSX wB97M-V def2-TZVPD def2/J DEFGRID3
* xyz 0 1
C 2.045 1.578 -1.263
H 2.379 2.253 -0.480
H 2.791 1.548 -2.051
H 1.120 1.966 -1.681
C 1.820 0.184 -0.676
N 0.802 0.268 0.366
H 0.880 -0.539 0.977
C -0.560 0.306 -0.124
H -0.740 -0.439 -0.922
C -1.519 0.017 1.027
O -1.297 -1.307 1.460
H -2.013 -1.526 2.069
C -2.979 0.192 0.603
O -3.781 -0.131 1.721
C -5.166 -0.112 1.451
C -5.677 1.253 1.113
C -5.588 2.387 1.859
C -6.155 3.514 1.222
C -6.666 3.220 0.001
S -6.458 1.562 -0.403
H -7.156 3.871 -0.695
H -6.182 4.496 1.659
H -5.129 2.413 2.831
H -5.404 -0.806 0.631
H -5.635 -0.476 2.372
H -3.210 -0.487 -0.232
H -3.159 1.225 0.278
H -1.309 0.715 1.852
H -0.773 1.300 -0.530
C 3.100 -0.369 -0.040
H 3.302 0.259 0.834
C 4.365 -0.387 -0.918
H 4.796 0.600 -1.076
C 5.240 -1.378 -0.148
H 5.452 -1.062 0.871
H 6.173 -1.611 -0.660
C 4.214 -2.508 -0.226
H 4.493 -3.449 0.247
C 2.979 -1.849 0.397
H 2.059 -2.309 0.035
H 2.996 -1.945 1.484
C 3.989 -2.621 -1.737
H 3.014 -3.050 -1.966
H 4.749 -3.255 -2.195
C 4.115 -1.162 -2.217
H 3.229 -0.819 -2.746
H 4.967 -1.044 -2.888
H 1.487 -0.492 -1.486
*
```

[2]
DFT (wB97M-V/def2-TZVPD) results for 2 unconnected molecules or ions with the total composition C3H9N3O3 at a distorted geometry.

Computed properties:
Energy relative to the best compared isomer or geometry (same formula, charge and spin), kcal/mol: 120.9
Orbital gap, hartree: 0.3003
Energy, eV: -13865.8112

ORCA input file:
```
! RIJCOSX wB97M-V def2-TZVPD def2/J DEFGRID3
* xyz 0 1
C 0.925 0.570 2.502
C 0.326 0.532 1.128
N -0.615 1.449 0.900
O 0.881 -1.508 0.116
N 0.996 -0.099 0.191
H 1.772 -1.844 -0.032
H -0.829 2.174 1.562
H -1.088 1.458 0.000
H 0.184 0.871 3.241
H 1.256 -0.417 2.807
H 1.742 1.291 2.545
C -0.582 -0.128 -1.810
N -0.335 -0.652 -3.060
O -1.442 -1.190 -1.060
O -0.963 1.029 -1.764
H -1.082 -1.676 -0.299
H -0.834 -0.206 -3.812
H -0.313 -1.654 -3.155
*
```

[3]
DFT (wB97M-V/def2-TZVPD) results for a molecular structure, C36H40F10N12ORbS3Se at a distorted geometry.

Computed properties:
Energy relative to the best compared isomer or geometry (same formula, charge and spin), kcal/mol: 50.2
Orbital gap, hartree: 0.1967
Energy, eV: -183588.3328

ORCA input file:
```
! RIJCOSX wB97M-V def2-TZVPD def2/J DEFGRID3
* xyz -1 1
Rb 12.708 10.303 14.316
C 14.869 8.504 16.296
N 13.921 7.714 15.528
C 13.202 6.860 16.442
C 11.793 6.449 16.069
N 11.004 7.714 15.853
C 10.131 8.094 16.651
C 9.569 7.423 17.897
F 10.385 6.738 18.728
C 8.301 7.518 18.185
F 7.724 7.020 19.319
C 7.439 8.461 17.373
F 6.089 8.364 17.512
C 8.014 9.363 16.617
F 7.288 10.318 16.018
C 9.477 9.494 16.323
F 9.978 9.960 18.560
C 14.653 7.044 14.400
C 13.734 6.773 13.188
N 13.215 7.976 12.644
C 12.390 7.860 11.582
C 12.108 9.056 10.895
F 12.402 10.227 11.512
C 11.538 9.065 9.628
F 11.426 10.229 8.938
C 11.153 7.829 9.089
F 10.871 7.646 7.727
C 11.338 6.687 9.741
F 10.926 5.533 9.158
C 11.816 6.706 11.036
F 11.888 5.504 11.657
H 15.704 7.949 16.795
H 15.355 9.211 15.602
H 14.348 9.130 17.062
H 13.756 5.931 16.674
H 13.017 7.472 17.271
H 11.723 5.911 15.162
H 11.379 5.879 16.918
H 15.456 7.730 14.066
H 15.123 6.074 14.687
H 14.422 6.246 12.495
H 12.932 6.094 13.533
N 9.649 9.756 14.889
C 10.279 10.488 17.271
N 11.604 10.629 17.108
C 12.020 11.879 17.591
C 11.094 12.854 17.804
S 9.481 12.218 17.373
C 13.531 12.219 17.641
C 14.088 13.184 18.477
S 15.780 13.430 18.001
C 15.584 12.189 16.809
N 14.433 11.604 16.767
N 16.597 11.813 15.984
H 9.767 8.848 14.410
H 8.772 10.219 14.608
H 11.275 13.883 18.194
H 13.585 13.820 19.219
H 17.454 12.265 16.208
H 16.426 11.729 14.985
C 15.561 14.356 11.053
C 14.473 13.261 10.954
N 15.017 11.908 10.788
C 14.791 11.246 9.467
C 15.865 11.389 8.377
C 15.459 11.201 11.886
C 15.929 9.790 11.645
N 15.436 11.583 13.124
H 15.222 15.195 11.643
H 15.836 14.762 10.125
H 16.458 13.897 11.449
H 13.745 13.362 10.180
H 13.889 13.356 11.856
H 13.837 11.690 9.134
H 14.569 10.218 9.717
H 16.105 12.374 8.104
H 15.450 10.956 7.445
H 16.798 10.878 8.577
H 15.058 9.087 11.617
H 16.647 9.469 12.420
H 16.365 9.734 10.681
H 15.021 12.504 13.226
C 8.611 7.206 11.650
S 7.814 6.793 13.212
C 8.935 5.565 13.797
O 6.568 6.089 12.873
H 8.602 6.309 11.010
H 9.595 7.539 11.815
H 7.977 7.995 11.146
H 10.003 5.680 13.509
H 8.687 4.624 13.392
H 8.863 5.595 14.874
Se 8.599 11.436 9.615
N 7.270 11.377 10.855
C 7.774 11.903 11.965
C 7.057 12.031 13.224
C 7.716 12.728 14.198
C 9.138 13.060 14.025
N 9.802 12.970 12.912
C 9.174 12.313 11.878
N 9.784 12.155 10.749
H 6.089 11.606 13.328
H 7.310 12.714 15.203
H 9.682 13.398 14.877
*
```